The following is a DFT calculation (wB97M-V/def2-TZVPD) of a cluster of 5 separate species, C2H14O5 in total.

Last column: Löwdin charge in e.
CARTESIAN COORDINATES (ANGSTROEM)
C (2.5541, 1.0574, -0.0948)  -0.088
C (1.2341, 0.8820, 0.5278)  -0.293
O (1.1070, -0.4460, 1.1074)  -0.118
H (2.7081, 0.3313, -0.9077)  0.086
H (2.6032, 2.0160, -0.6138)  0.082
H (3.4280, 1.0578, 0.5432)  0.078
H (0.4127, 1.0615, -0.1835)  0.097
H (0.9690, 1.6077, 1.2926)  0.120
H (1.2101, -1.0487, 0.3348)  0.056
O (-1.3228, -0.5855, 2.0369)  -0.084
H (-1.3084, -0.4243, 2.9797)  0.047
H (-0.3883, -0.6327, 1.6849)  0.008
O (-0.9799, 0.3005, -2.1363)  -0.065
H (-1.4585, 0.7708, -1.4233)  0.010
H (-1.6215, 0.2328, -2.8337)  0.048
O (-2.5238, 0.7583, 0.0038)  -0.076
H (-2.0539, 0.0510, 0.5066)  0.021
H (-3.3942, 0.5089, 0.3153)  0.053
O (0.6479, -1.7782, -1.2047)  -0.053
H (0.0546, -2.5188, -1.3209)  0.055
H (0.1898, -1.0130, -1.6143)  0.017

Properties
**Gap between HOMO and LUMO**: 11.0949 eV
**Net charge**: 0
**LUMO level**: 0.64 eV
**Structure (SMILES)**: CCO.O.O.O.O
**Energy above the lowest of the compared OMol25 structures with the same formula, charge and spin**: 4.9 kcal per mole
**HOMO energy**: -10.5 eV